(1)
Below is the molecule C5H10N2 at a distorted geometry, with properties calculated with ωB97M-V with the def2-TZVPD basis set.

```
! wB97M-V def2-TZVPD RIJCOSX def2/J DEFGRID3
* xyz 0 1
H -0.66 -1.91 -0.28
N 0.80 0.43 -0.99
C -1.52 -1.31 0.03
H -1.51 -1.22 1.11
C -0.13 2.00 0.60
H 2.49 -0.60 -1.42
H 0.75 2.62 0.64
H 3.08 -0.96 0.83
H -2.43 -1.84 -0.26
C -1.48 0.06 -0.63
C 1.81 -0.26 -0.64
C -0.17 0.89 -0.13
H -2.31 0.68 -0.31
N 2.14 -0.66 0.63
H -0.99 2.32 1.16
H 1.63 -0.23 1.38
H -1.51 -0.03 -1.71
*
```

HOMO-LUMO gap: 9.48 eV
ΔE to the lowest compared entry with this formula, charge and spin: 0.986 eV
E_LUMO: 1.023 eV
SMILES: C=C(CC)/N=C\N

natural (NBO) population analysis, charges in e, atoms 1 to 2: atom 1 (H): 0.206, atom 2 (N): -0.517

***

(2)
Below is a structure of composition C46H42N2PS2Ta at a distorted geometry, with properties calculated with ωB97M-V with the def2-TZVPD basis set.

```
! wB97M-V def2-TZVPD RIJCOSX def2/J DEFGRID3
* xyz 2 1
H -3.66 -0.67 3.21
C 6.73 -4.34 -0.59
C 7.88 -3.62 -0.62
C -4.07 -0.17 1.16
C 1.54 4.35 -0.14
H -3.30 -1.97 2.07
C -4.44 0.55 -1.14
C 3.13 1.01 -0.21
P -2.03 -0.70 -0.67
C -5.31 0.37 1.49
C -1.48 -0.27 -4.73
C -5.68 1.07 -0.79
C -2.11 -5.24 -0.24
C 0.43 -2.48 -0.84
C 0.22 4.00 0.12
H -1.11 1.75 -1.50
C 3.93 3.69 -0.48
H 6.70 -5.42 -0.61
C 0.72 -0.56 3.59
H 2.69 0.35 3.89
H 1.80 5.39 -0.30
C -2.54 -2.22 -3.59
H 6.43 0.51 -0.71
H -0.45 2.77 -3.64
H -6.30 1.53 -1.54
C 5.89 -2.18 -0.51
C 4.47 1.33 -0.44
N 0.91 1.70 0.26
H -0.97 0.71 3.05
H 1.27 -3.15 -0.66
C 0.01 0.80 3.53
H -2.22 -0.59 2.20
H -1.11 -1.73 3.81
C -0.82 1.75 -3.61
H -2.26 8.00 -0.04
S 7.59 -1.94 -0.58
Ta 0.44 -0.60 0.37
H 0.62 1.52 2.99
C -2.10 6.93 0.00
H 1.84 -0.09 5.39
C -3.32 -4.55 -0.28
H 4.58 -3.91 -0.49
H 2.59 -1.34 4.39
H 8.90 -3.99 -0.67
H -3.46 -2.25 -3.00
H -5.65 0.31 2.51
C 3.59 -1.25 -0.23
C -3.64 -0.06 -0.17
C -0.14 -1.60 4.31
C 4.85 2.72 -0.57
C -0.88 4.96 0.11
H 4.21 4.73 -0.59
H -0.64 1.44 -5.73
H 0.36 -2.57 4.34
C 1.04 -1.08 2.21
H -1.88 -3.01 -3.23
H -1.00 2.32 0.69
C -1.89 -0.86 -3.54
C 2.05 -0.40 4.36
H -4.25 -5.08 -0.19
H 0.02 -5.12 -0.33
C -3.31 -3.18 -0.43
C -0.88 -3.19 -0.58
C 2.17 2.05 -0.06
C -6.11 0.98 0.53
H -2.11 -6.32 -0.11
C -0.94 1.01 -4.78
C -1.19 1.17 -2.41
H -0.15 1.19 4.54
C -0.91 -4.57 -0.37
C 5.59 -3.51 -0.52
H -4.17 6.21 0.01
H 0.49 -2.12 -1.87
H -0.32 -1.28 5.34
H 1.67 -1.98 2.24
H -1.60 -0.83 -5.65
C 5.38 0.28 -0.54
C -0.82 6.32 0.04
H 5.89 2.95 -0.75
S -2.52 4.43 0.12
H 0.10 6.89 0.02
C 2.54 3.38 -0.22
H 3.20 -2.25 -0.16
N 2.72 -0.27 -0.12
C -1.70 -0.13 -2.35
C -2.10 -2.50 -0.59
C -3.11 6.03 0.04
H -2.80 -2.46 -4.62
C -3.27 -0.89 2.22
H -4.24 -2.62 -0.43
H -4.10 0.63 -2.16
H -7.07 1.39 0.81
C -0.02 2.64 0.37
C 4.97 -1.04 -0.44
*
```

HOMO-LUMO gap: 6.49 eV
ΔE to the lowest compared entry with this formula, charge and spin: 0.408 eV
E_LUMO: -6.355 eV

Löwdin population analysis, charges in e, atoms 1 to 2: atom 1 (H): 0.096, atom 2 (C): -0.155